No. 1
Molecular formula: C47H36BrIN5O4P2RuSe2
Method: DFT, ωB97M-V with the def2-TZVPD basis set

The geometry in XYZ format:
```
99
Properties=species:S:1:pos:R:3:forces:R:3
Ru 0.60703 0.75139 2.73063 -0.2 0.9 0.4
C 1.60123 5.33398 1.60543 0.0 0.0 0.0
C 2.26025 4.18447 0.90119 0.1 0.0 0.1
N 2.96947 4.44968 -0.18076 0.0 0.0 0.0
C 3.61635 3.40903 -0.77808 0.0 0.0 0.0
C 3.51086 2.10019 -0.45850 0.1 0.1 0.0
C 4.39357 1.07214 -1.08560 -0.1 0.0 -0.1
O 3.58979 0.01815 -1.62925 0.0 0.0 0.0
C 2.49232 1.71086 0.55488 0.0 -0.2 -0.1
C 2.89155 0.44199 1.28275 -0.1 0.0 0.0
N 2.80787 0.35481 2.54559 0.0 -0.4 0.2
C 3.22355 -0.81306 3.23651 0.1 0.1 -0.1
C 4.06070 -1.78884 2.71076 0.0 0.0 0.0
C 4.35191 -2.92866 3.44398 0.0 0.0 0.0
C 3.83066 -3.09392 4.71801 0.0 0.0 0.0
C 3.03086 -2.10373 5.27508 0.0 0.0 0.0
C 2.74946 -0.97321 4.53410 0.0 -0.1 0.2
I 1.50444 0.52817 5.28648 -0.1 0.0 -0.1
C 2.05697 2.87820 1.41511 0.0 0.1 0.1
O 1.31495 2.67255 2.44482 -0.1 0.2 0.0
H 2.23287 6.21673 1.52590 0.0 0.0 0.0
H 1.40358 5.10103 2.64859 0.0 0.0 0.0
H 0.64606 5.56406 1.12612 0.0 0.0 0.0
H 4.29605 3.69361 -1.57657 0.0 0.0 0.0
H 5.10134 0.65475 -0.35537 0.0 0.0 0.0
H 4.98301 1.55875 -1.86792 0.0 0.0 0.0
H 4.17036 -0.66113 -1.98661 0.0 0.0 0.0
H 3.21616 -0.37605 0.64083 0.1 0.0 0.0
H 4.47760 -1.66880 1.71982 0.0 0.0 0.0
H 4.98135 -3.69391 3.00991 0.0 0.0 0.0
H 4.04172 -3.99247 5.28211 0.0 0.0 0.0
H 2.61946 -2.22174 6.26804 0.0 0.0 0.0
Se -3.09530 2.69606 -3.00954 -0.1 0.0 0.1
P -1.37105 1.51433 -2.91961 0.0 -0.1 0.0
C -0.02564 2.06920 -3.99051 0.0 0.0 0.0
C 0.53716 1.24583 -4.95571 0.0 0.0 0.0
C 1.57611 1.72063 -5.74611 0.0 0.0 0.0
C 2.05496 3.00741 -5.56379 0.0 0.0 0.0
C 1.48603 3.83448 -4.60213 0.0 0.0 0.0
C 0.44238 3.37075 -3.82327 0.0 0.0 0.0
C -1.61495 -0.24712 -3.28411 0.1 0.0 0.0
C -2.73396 -0.65478 -4.00127 0.0 0.0 0.0
C -2.89903 -1.99582 -4.31682 0.0 0.0 0.0
C -1.95434 -2.92734 -3.90927 0.0 0.0 0.0
C -0.84180 -2.52436 -3.18245 0.0 0.0 0.0
C -0.66665 -1.18515 -2.87286 0.0 0.0 0.0
C -0.53463 1.43579 -1.31019 -0.1 0.2 0.0
C -0.93189 1.11656 0.00986 0.2 0.2 0.1
N 0.19442 1.04520 0.72126 -0.2 -0.5 0.2
N 1.17773 1.30533 -0.10865 -0.2 0.1 0.1
N 0.79055 1.58722 -1.31888 0.1 -0.2 -0.1
P -2.40692 0.92602 1.03414 -0.1 -0.2 0.0
Se -1.80460 1.34580 3.06159 0.2 0.0 0.0
C -3.66157 2.10657 0.53903 0.0 0.0 -0.1
C -4.94801 1.73044 0.17466 0.0 0.0 0.0
C -5.87922 2.70555 -0.14879 0.0 0.0 0.0
C -5.52697 4.04556 -0.10322 0.0 0.0 0.0
C -4.24619 4.42104 0.28124 0.0 0.0 0.0
C -3.31403 3.45497 0.60774 0.0 0.0 -0.1
C -2.97852 -0.75229 0.72757 0.0 0.0 0.0
C -2.81383 -1.72393 1.70643 0.0 0.0 0.0
C -3.18472 -3.03410 1.43515 0.0 0.0 0.0
C -3.72595 -3.36399 0.20315 0.0 0.0 0.0
C -3.89294 -2.39010 -0.77423 0.0 0.0 0.0
C -3.51165 -1.08486 -0.51897 0.0 0.0 0.0
H 0.17053 0.23774 -5.09863 0.0 0.0 0.0
H 2.01143 1.07945 -6.50137 0.0 0.0 0.0
H 2.87218 3.37097 -6.17344 0.0 0.0 0.0
H 1.85685 4.84041 -4.45776 0.0 0.0 0.0
H -0.00859 4.01672 -3.07955 0.0 0.0 0.0
H -3.46833 0.08423 -4.29982 0.0 0.0 0.0
H -3.76865 -2.31311 -4.87829 0.0 0.0 0.0
H -2.08676 -3.97360 -4.15445 0.0 0.0 0.0
H -0.11119 -3.25093 -2.85121 0.0 0.0 0.0
H 0.20413 -0.87699 -2.30603 0.0 0.0 0.0
H -5.22943 0.68684 0.14628 0.0 0.0 0.0
H -6.87947 2.41539 -0.44142 0.0 0.0 0.0
H -6.25450 4.80311 -0.36419 0.0 0.0 0.0
H -3.97503 5.46722 0.32472 0.0 0.0 0.0
H -2.31567 3.74170 0.91687 0.0 0.0 0.0
H -2.37405 -1.45830 2.65975 0.0 0.0 0.0
H -3.04400 -3.79711 2.18949 0.0 0.0 0.0
H -4.01596 -4.38681 -0.00150 0.0 0.0 0.0
H -4.31165 -2.64662 -1.73716 0.0 0.0 0.0
H -3.62938 -0.32913 -1.28769 0.0 0.0 0.0
Br 2.16640 -4.03653 0.13218 0.0 0.0 0.0
C 1.09276 -4.46031 1.64474 0.0 0.0 0.0
C 1.02372 -5.81246 1.95880 0.0 0.0 0.0
C 0.27484 -6.23929 3.04115 0.0 0.0 0.0
C -0.40548 -5.31198 3.81859 0.0 0.0 0.0
C -0.31905 -3.96892 3.50422 0.0 0.0 0.0
C 0.42238 -3.51126 2.41270 0.0 0.0 0.1
C 0.46452 -2.02019 2.17547 -0.1 0.3 0.2
O 0.85769 -1.55435 1.10597 0.1 -0.6 -0.2
O 0.07494 -1.29903 3.17365 0.4 0.1 -0.9
H 1.55948 -6.52456 1.34674 0.0 0.0 0.0
H 0.23010 -7.29461 3.27682 0.0 0.0 0.0
H -0.99004 -5.63447 4.67026 0.0 0.0 0.0
H -0.82302 -3.22308 4.10471 0.0 0.0 0.0
```
Forces are in eV/Å.

The HOMO-LUMO gap (spin up / spin down) is 6.3 / 7.2 eV. The calculation puts the HOMO energy (spin up / spin down) at -0.24052 / -0.27710 Ha. As for the molar mass: 1262.58 g/mol. For the energy above the lowest of the compared OMol25 structures with the same formula, charge and spin, the calculation gives 2.193 eV. The expectation value of S² is 0.76. Its multiplicity is 2.

No. 2
Molecular formula: C47H38Cl2N6O11PS3Ti
Method: DFT, ωB97M-V with the def2-TZVPD basis set

The geometry in XYZ format:
```
109
Properties=species:S:1:pos:R:3:forces:R:3
Ti 1.01835 -0.62047 -0.23642 -0.8 0.5 -0.3
N 0.01192 3.59715 -2.38444 0.1 0.0 0.0
C -0.57462 4.40524 -1.43454 0.0 0.0 0.0
C -0.52732 5.77749 -1.20496 0.1 -0.1 -0.1
C -1.29178 6.25753 -0.15787 0.0 0.0 0.0
C -2.09178 5.39946 0.61180 -0.1 0.0 0.0
C -2.13524 4.03799 0.37297 0.0 0.0 0.0
C -1.34587 3.53068 -0.65977 0.0 -0.1 -0.1
N -1.20421 2.22927 -1.12675 -0.2 0.0 0.2
C -0.41162 2.30988 -2.15263 0.1 0.2 -0.2
C -0.00335 1.24082 -3.07839 -0.3 -0.1 0.0
C 0.94118 1.41110 -4.04513 0.2 0.2 -0.1
S 1.02761 0.04682 -5.04363 -0.1 -0.1 0.0
C -0.20536 -0.69256 -4.11732 0.0 0.2 -0.2
N -0.65797 0.01933 -3.12998 0.0 0.6 0.0
H 0.61405 3.90113 -3.12728 0.0 0.0 -0.1
H 0.06974 6.43593 -1.82602 0.0 0.0 0.1
H -1.28231 7.31765 0.06481 0.0 0.0 0.0
H -2.70148 5.82253 1.40147 0.0 0.0 0.0
H -2.76330 3.37596 0.95731 0.0 0.0 0.0
H 1.59538 2.25518 -4.21349 -0.1 -0.1 0.0
H -0.57525 -1.67555 -4.38311 0.1 0.0 0.2
O 3.25061 -0.89787 0.41873 -0.4 -0.3 0.1
S 2.84209 -2.23370 0.85815 1.1 -0.2 0.8
O 3.13045 -2.57153 2.21071 0.1 -0.3 0.0
O 1.37474 -2.35183 0.48998 0.4 -0.6 0.8
C 3.58833 -3.38107 -0.23831 -0.3 0.1 -0.5
C 4.50158 -4.29942 0.23425 0.0 0.1 0.3
C 5.09903 -5.18576 -0.64956 0.1 -0.1 -0.2
C 4.80626 -5.11688 -2.00193 0.1 -0.1 0.1
C 3.88112 -4.19692 -2.47875 -0.1 0.2 0.0
C 3.24695 -3.33284 -1.60018 0.1 0.1 0.3
S 1.93443 -2.33741 -2.32473 -0.5 -0.9 -1.1
O 2.16927 -2.39834 -3.73366 0.4 0.2 0.0
O 2.02289 -0.90273 -1.79946 0.8 -0.7 -1.5
O 0.65798 -2.87469 -1.90261 0.4 0.0 0.0
H 4.73078 -4.30838 1.29332 0.0 0.0 -0.1
H 5.79024 -5.93257 -0.28248 0.0 0.1 0.0
H 5.29891 -5.78321 -2.69804 0.0 0.0 0.0
H 3.63147 -4.13301 -3.52829 0.1 -0.1 0.0
O -0.78849 -0.84996 -0.43431 -1.7 -0.6 -0.5
P -2.22583 -1.32020 -0.87827 -0.1 -0.1 0.3
C -2.73986 -2.55045 0.33698 0.1 0.0 0.1
C -4.09376 -2.84621 0.51856 0.0 0.0 -0.1
C -4.46881 -3.85331 1.39005 0.0 0.0 0.0
C -3.49922 -4.58611 2.06569 0.0 -0.1 0.0
C -2.15499 -4.32638 1.85240 0.0 -0.1 0.0
C -1.77291 -3.31245 0.98496 -0.1 0.1 -0.1
C -2.44584 -2.27788 -2.39909 0.1 0.1 0.0
C -3.18313 -1.82163 -3.49308 0.0 0.1 0.0
C -3.35033 -2.62796 -4.60701 0.0 0.0 0.0
C -2.78843 -3.89733 -4.64163 0.0 0.0 0.0
C -2.10366 -4.37899 -3.53506 0.0 0.0 0.0
C -1.95289 -3.58529 -2.40986 0.0 0.1 -0.1
C -3.40139 0.03719 -0.78126 0.1 -0.1 -0.1
C -3.60982 0.91748 -1.84588 0.0 0.0 0.1
C -4.52325 1.94978 -1.72622 0.0 0.0 0.0
C -5.24470 2.11091 -0.55008 0.0 0.0 0.0
C -5.02792 1.25345 0.51843 0.0 0.1 0.1
C -4.09948 0.22831 0.41122 0.0 0.1 0.0
H -4.84690 -2.28789 -0.02561 0.0 -0.1 0.1
H -5.51858 -4.07665 1.53553 0.0 0.0 0.0
H -3.79445 -5.37519 2.74678 0.0 0.0 0.0
H -1.39943 -4.91634 2.35504 0.0 0.0 0.0
H -0.72909 -3.12145 0.78629 0.1 0.0 0.1
H -3.63728 -0.84349 -3.48827 0.0 -0.1 0.0
H -3.91760 -2.26077 -5.45261 0.0 0.0 0.0
H -2.89601 -4.51546 -5.52433 0.0 0.0 0.0
H -1.68838 -5.37883 -3.54368 0.0 0.0 0.0
H -1.44144 -3.97960 -1.54629 0.1 0.0 0.0
H -3.03448 0.80339 -2.75159 0.1 0.1 0.0
H -4.66388 2.63964 -2.54993 0.0 -0.1 0.0
H -5.97009 2.91081 -0.46259 0.0 0.0 0.0
H -5.58475 1.38086 1.43894 0.0 0.0 0.0
H -3.93270 -0.43008 1.25239 0.0 0.0 0.0
N -1.22511 1.06633 2.43005 0.0 0.3 0.0
C -0.46932 2.16456 2.53212 0.1 0.1 -0.3
C -0.78239 3.15307 3.49331 -0.1 0.0 0.2
C -0.17887 4.37068 3.45103 0.0 0.0 0.0
C 0.72643 4.66139 2.41201 0.0 0.2 0.0
C 1.07844 3.66060 1.57461 0.0 -0.2 -0.1
N 0.56868 2.39561 1.68357 -0.2 -0.2 0.1
H -1.79266 0.80327 3.21532 0.0 0.0 0.1
H -0.96619 0.35788 1.77148 0.1 -0.3 0.0
H -1.53151 2.91670 4.23976 0.0 0.0 -0.1
H -0.41345 5.12484 4.19163 0.0 0.0 0.0
H 1.14370 5.64919 2.28386 0.0 -0.1 0.0
H 1.80271 3.79207 0.78704 0.0 0.0 0.0
O 1.36380 1.21322 -0.29764 0.5 0.6 0.1
C 1.46694 1.23496 1.05963 -0.1 0.8 0.7
O 0.98433 0.03755 1.49903 0.2 0.7 0.8
C 2.86525 1.54270 1.59718 -0.1 0.1 -0.2
C 3.19088 1.16386 2.88913 -0.1 -0.1 0.0
C 4.43256 1.48131 3.41025 0.0 0.0 0.2
C 5.31419 2.20524 2.63094 0.0 0.0 -0.1
C 5.01668 2.56716 1.33051 0.1 0.1 0.0
C 3.78459 2.21630 0.80724 0.0 -0.1 0.0
N 6.62294 2.59474 3.19631 0.2 0.0 0.1
O 7.26161 3.44192 2.60099 -0.2 -0.2 0.1
O 6.97480 2.04651 4.22422 -0.1 0.1 -0.3
H 2.47262 0.59922 3.47266 0.1 0.1 0.0
H 4.71616 1.18953 4.41159 0.0 0.0 0.0
H 5.74785 3.11641 0.75639 0.0 0.0 0.0
H 3.53052 2.44164 -0.22065 0.0 0.0 0.0
Cl 0.13132 -2.14176 3.21549 -0.3 -0.2 0.6
C 0.75278 -1.73064 4.81886 0.0 0.0 -0.2
Cl 0.30267 -0.08621 5.31891 0.0 0.0 0.0
H 1.83213 -1.78748 4.77086 0.1 0.0 0.0
H 0.34079 -2.41863 5.54187 0.0 -0.1 0.1
```
Forces are in eV/Å.

Its net charge is +1. The HOMO-LUMO gap is 7.9 eV. The calculation puts the HOMO energy at -0.38664 Ha. As for the molar mass: 1108.80 g/mol.